The following is a DFT calculation (ωB97M-V with the def2-TZVPD basis set) of C56H65BiN4O5P2 as an isolated structure.

Each line ends with the Löwdin charge.
Geometry (Å):
Bi  0.1401  -0.0018  0.0149  1.853
C  3.0760  -2.1449  -3.6104  -0.034
C  2.5728  -1.2174  -2.6719  -0.140
N  1.3272  -1.2051  -2.2725  0.066
C  0.4591  -2.1074  -2.8049  -0.179
C  0.8904  -3.1357  -3.6687  -0.158
C  2.2440  -3.1151  -4.0803  -0.009
C  -0.0182  -4.1415  -4.0754  -0.044
C  -1.3041  -4.0974  -3.6209  -0.072
C  -1.7502  -3.0356  -2.8104  -0.066
C  -0.9192  -2.0028  -2.4340  -0.272
N  -1.3295  -0.9075  -1.6721  -0.082
C  -2.4701  -0.2462  -2.0588  -0.231
C  -3.2823  -0.5374  -3.1475  -0.031
C  -4.4639  0.1762  -3.4211  -0.085
C  -4.8813  1.2149  -2.6439  -0.065
C  -4.0406  1.6279  -1.5830  -0.158
C  -4.3370  2.7538  -0.7856  -0.002
C  -3.4547  3.1692  0.1688  -0.042
C  -2.2582  2.4527  0.3213  -0.174
N  -1.9616  1.3964  -0.3927  0.015
C  -2.8373  0.9398  -1.3219  -0.152
H  4.1180  -2.0988  -3.8961  0.111
H  3.2422  -0.5087  -2.2020  0.092
H  2.6001  -3.8786  -4.7617  0.118
H  0.3254  -4.9354  -4.7260  0.109
H  -2.0030  -4.8789  -3.8906  0.106
H  -2.7751  -3.0336  -2.4649  0.119
H  -3.0209  -1.3407  -3.8164  0.093
H  -5.0567  -0.1301  -4.2745  0.104
H  -5.8049  1.7437  -2.8348  0.104
H  -5.2689  3.2808  -0.9514  0.118
H  -3.6495  4.0278  0.7963  0.111
H  -1.5355  2.7570  1.0671  0.080
C  0.2474  4.4864  -0.4173  -0.122
C  1.1528  4.3338  0.8086  -0.532
C  0.8361  5.4285  1.8242  -0.111
P  1.2102  2.5682  1.4088  1.042
C  2.9781  2.2910  1.9359  -0.527
C  3.7455  3.4963  2.4762  -0.106
C  3.0444  1.1378  2.9353  -0.110
C  0.2622  2.4055  2.9596  -0.313
C  0.5377  3.2333  4.0565  -0.083
C  -0.0939  3.1323  5.2796  -0.284
C  0.2153  4.0718  6.4117  -0.056
C  -1.0463  2.1203  5.4042  -0.038
C  -1.3333  1.2694  4.3630  -0.028
C  -0.6937  1.3684  3.1040  -0.322
N  -0.9477  0.4267  2.1249  -0.174
C  -2.1326  -0.3259  2.1696  -0.379
C  -3.4027  0.2280  2.3381  -0.035
C  -4.5381  -0.5564  2.2275  -0.031
C  -4.4602  -1.9152  1.9385  -0.277
C  -5.6941  -2.7654  1.8125  -0.055
C  -3.1955  -2.4761  1.7971  -0.041
C  -2.0431  -1.7113  1.9295  -0.312
P  -0.3239  -2.2244  1.7303  1.041
C  0.4462  -1.9773  3.4007  -0.496
C  1.7620  -2.7427  3.5499  -0.097
C  -0.4999  -2.2624  4.5653  -0.088
C  -0.1604  -4.0203  1.3785  -0.516
C  -0.7555  -4.9697  2.4234  -0.095
C  -0.6287  -4.3654  -0.0292  -0.104
H  0.4564  5.4419  -0.9057  0.083
H  0.3891  3.6835  -1.1386  0.047
H  -0.8044  4.5014  -0.1288  0.057
H  2.1835  4.4764  0.4657  0.081
H  -0.0875  5.2179  2.3646  0.075
H  1.6310  5.5630  2.5571  0.063
H  0.7073  6.3774  1.2984  0.079
H  3.4688  1.9439  1.0217  0.075
H  3.3237  3.8553  3.4159  0.063
H  4.7771  3.2005  2.6823  0.082
H  3.7866  4.3325  1.7779  0.063
H  2.6558  1.4392  3.9098  0.078
H  2.4896  0.2657  2.5917  0.042
H  4.0853  0.8278  3.0544  0.087
H  1.2979  3.9954  3.9472  0.082
H  1.2684  4.3565  6.4160  0.075
H  -0.3709  4.9917  6.3450  0.078
H  -0.0086  3.6122  7.3747  0.073
H  -1.5631  1.9831  6.3482  0.113
H  -2.0550  0.4813  4.5187  0.099
H  -3.4971  1.2861  2.5447  0.113
H  -5.5122  -0.0956  2.3487  0.112
H  -6.5789  -2.1536  1.6368  0.073
H  -5.6042  -3.4696  0.9846  0.076
H  -5.8723  -3.3477  2.7195  0.080
H  -3.1192  -3.5332  1.5726  0.095
H  0.6756  -0.9092  3.4178  0.078
H  1.6162  -3.8235  3.5412  0.065
H  2.4663  -2.4892  2.7619  0.053
H  2.2091  -2.4892  4.5140  0.086
H  -0.7566  -3.3202  4.6376  0.065
H  -0.0040  -1.9777  5.4964  0.085
H  -1.4288  -1.6987  4.4962  0.059
H  0.9302  -4.1363  1.3849  0.095
H  -1.7943  -4.7420  2.6587  0.065
H  -0.7196  -5.9916  2.0389  0.080
H  -0.1989  -4.9525  3.3582  0.055
H  -1.6979  -4.1969  -0.1638  0.072
H  -0.1078  -3.7720  -0.7765  0.050
H  -0.4213  -5.4169  -0.2392  0.087
O  2.2002  -1.1678  0.7836  -0.286
C  3.3917  -1.1669  0.3325  -0.647
O  4.0131  -0.1941  -0.1049  0.004
C  4.0435  -2.5317  0.3766  -0.135
C  5.1439  -2.7589  1.1867  -0.024
C  5.7152  -4.0323  1.3083  0.017
C  5.1394  -5.0375  0.5758  -0.216
O  5.4976  -6.3626  0.5171  0.026
C  4.6071  -6.9681  -0.4164  -0.136
O  3.6637  -5.9857  -0.8421  0.025
C  4.0433  -4.8128  -0.2369  -0.202
C  3.4606  -3.5787  -0.3538  0.063
H  5.5718  -1.9290  1.7338  0.118
H  6.5679  -4.2147  1.9459  0.118
H  4.0753  -7.7867  0.0731  0.135
H  5.1749  -7.3202  -1.2823  0.135
H  2.5793  -3.4240  -0.9637  0.116
C  2.0864  2.6634  -4.1488  -0.152
C  3.3016  2.2911  -3.3020  -0.148
C  2.7011  2.2328  -1.9036  -0.204
O  1.3388  1.8190  -2.0799  -0.278
C  0.9802  1.8715  -3.4651  -0.195
H  2.1948  2.4035  -5.2009  0.113
H  1.8883  3.7350  -4.0767  0.114
H  4.1192  3.0066  -3.3750  0.115
H  3.6795  1.3103  -3.5949  0.103
H  2.7101  3.2254  -1.4355  0.109
H  3.2017  1.5271  -1.2369  0.085
H  -0.0050  2.3357  -3.5467  0.122
H  0.9135  0.8499  -3.8516  0.108

Energy relative to the best compared isomer or geometry (same formula, charge and spin)   0.0 kcal per mole
Highest occupied orbital energy   -6.66 eV
HOMO-LUMO gap   6.86 eV
Energy   -99744.3118 eV
LUMO   0.20 eV
Maximum force   0.00928 hartree/bohr